1.
Below is a structure of composition C29H41IrN4S2Si3, with properties calculated with ωB97M-V/def2-TZVPD.

Results
net charge = -2
highest occupied orbital energy = 0.01357 hartree
gap between HOMO and LUMO = 3.786 eV
energy above the lowest of the compared OMol25 structures with the same formula, charge and spin = 0.0 kcal per mole
calculated total energy = -3117.9588 Eh
LUMO energy = 4.16 eV

Last column: Löwdin charge in e.
CARTESIAN COORDINATES (ANGSTROEM)
H: -1.889 -1.583 3.971  0.0893
C: -3.214 3.148 1.999  -0.1022
H: -1.861 -4.727 -1.060  0.0028
C: -3.300 -1.876 0.235  -0.1894
C: -0.939 4.121 0.764  -0.0706
H: 1.847 -3.360 -2.696  0.0041
H: 3.244 -3.937 0.640  0.0159
C: -1.413 -0.715 3.530  -0.0895
C: 1.838 -1.674 2.133  -0.1659
H: -0.719 -3.789 2.537  0.0138
H: 0.095 2.211 4.277  0.0998
C: -0.312 1.383 3.711  -0.0686
C: -1.992 -2.183 -2.919  -0.1920
H: 2.467 -1.017 -1.700  0.0608
H: -2.319 4.303 -1.526  0.0992
C: -0.334 4.528 -4.281  -0.1728
N: -0.637 0.388 1.556  -0.1354
C: -1.638 -3.642 1.962  -0.1882
C: -1.232 -0.678 2.155  -0.2972
H: 1.211 -2.246 2.824  0.0212
H: 3.783 -1.528 -0.623  0.0307
C: -0.178 -1.956 -0.302  -0.5947
H: -3.142 1.585 0.515  0.1002
H: 1.668 -0.614 2.321  0.0176
H: -0.104 5.174 -5.117  0.0551
H: -2.003 -1.097 -2.996  0.0063
C: -0.154 2.355 -3.160  -0.2216
C: 0.131 3.227 -4.199  -0.1091
H: -4.098 2.750 2.486  0.0906
H: 7.037 0.238 2.249  0.0167
N: 0.164 0.031 -2.385  -0.1901
H: 1.606 -4.579 0.848  0.0187
H: -3.628 -2.775 -0.295  0.0130
H: -2.992 4.779 3.384  0.0809
H: -1.839 5.811 -3.354  0.0821
Ir: -0.374 0.312 -0.507  0.9146
Si: -1.540 -2.060 0.894  0.3881
C: 2.789 -1.078 -0.658  -0.2582
H: -3.980 -1.716 1.079  0.0199
C: 2.224 -3.908 0.243  -0.1910
C: 6.135 0.818 2.049  -0.4855
H: -3.367 -1.026 -0.444  0.0139
C: -0.968 0.331 4.328  -0.0990
H: 0.646 -3.549 -3.975  0.0157
H: 0.738 2.810 -4.998  0.0920
N: -0.841 2.855 -2.010  -0.0396
H: 0.745 0.769 -4.213  0.0792
C: -2.597 4.284 2.504  -0.1290
H: -0.142 -5.130 -1.064  0.0082
C: -2.694 2.500 0.886  -0.0648
H: 6.393 1.784 1.621  0.0084
C: -1.273 4.888 -3.284  -0.1510
C: -0.930 -4.620 -1.626  -0.1990
H: -0.036 4.487 0.286  0.1229
H: 2.885 -1.890 2.370  0.0189
N: 2.830 0.286 -0.140  -0.1325
H: -1.930 -2.609 -3.927  0.0195
C: -0.896 2.187 -0.845  -0.2766
H: -1.109 0.314 5.403  0.0867
S: 3.577 2.359 1.330  0.5002
C: -0.163 1.375 2.336  -0.1539
H: 2.241 -4.306 -0.773  0.0010
H: -2.479 -3.614 2.664  0.0119
Si: -0.498 -2.774 -1.926  0.3661
Si: 1.518 -2.136 0.328  0.4039
H: -1.062 -5.145 -2.580  0.0121
C: 0.954 -2.912 -3.138  -0.1963
H: -1.768 -4.517 1.319  0.0076
C: 3.740 0.845 0.615  -1.1263
H: 1.911 0.774 -0.236  0.0682
C: -1.553 4.068 -2.246  -0.0914
H: 0.366 2.165 1.822  0.0830
C: 0.269 0.980 -3.234  -0.3105
C: -1.452 4.767 1.877  -0.1064
H: -2.930 -2.522 -2.473  0.0027
H: -0.949 5.645 2.269  0.0890
H: 5.574 0.978 2.966  0.0150
S: 5.189 -0.172 0.888  0.8194
C: -1.544 2.968 0.251  -0.2916
H: 1.196 -1.918 -3.514  0.0027

***

2.
Below is a structure of composition C29H41N5O9S2SiV, with properties calculated with ωB97M-V/def2-TZVPD.

Results
spin multiplicity = 2
net charge = +2
highest occupied orbital energy (alpha / beta) = -0.45071 / -0.45108 hartree
gap between HOMO and LUMO (alpha / beta) = 5.289 / 5.172 eV
energy above the lowest of the compared OMol25 structures with the same formula, charge and spin = 10.2 kcal per mole
expectation value of S² = 0.814
calculated total energy = -4110.2365 Eh
LUMO energy (alpha / beta) = -6.98 / -7.10 eV

Last column: Löwdin charge in e.
CARTESIAN COORDINATES (ANGSTROEM)
N: 2.499 -3.170 -2.113  0.1932
C: 0.648 3.844 -1.870  -0.5889
O: 1.979 -3.577 2.386  -0.3003
C: -1.126 5.091 1.491  -0.0040
H: -0.869 5.370 -1.594  0.0824
H: -3.897 1.351 0.238  0.0781
O: -1.846 2.782 1.038  -0.1270
C: 0.982 -7.181 -0.879  -0.0104
H: 3.014 -3.251 -4.099  0.1319
N: -1.016 -8.483 -0.631  0.1406
C: 1.780 -6.139 -0.475  -0.0467
H: 1.305 -7.827 -1.687  0.1215
H: 2.699 -0.422 5.904  0.1396
C: 3.229 -0.859 2.610  -0.1244
C: 2.516 -2.653 -3.342  -0.0409
H: -4.277 1.295 -2.741  0.1091
C: 2.523 -0.400 4.836  0.0489
H: -2.253 3.794 3.575  0.0949
H: -3.471 4.944 3.053  0.1095
H: -0.366 5.119 -3.262  0.1106
H: -4.203 3.913 0.402  0.0983
H: -1.942 -1.424 -1.442  0.0668
H: -3.393 -1.190 -2.431  0.1055
C: 0.059 0.843 2.258  -0.4439
H: 2.614 4.198 -1.069  0.0984
S: -0.722 -1.687 1.370  0.5391
H: 0.584 0.573 4.989  0.1458
C: 4.169 -1.213 1.463  -0.4562
O: 5.298 -1.853 1.708  0.1896
H: 1.450 5.492 -0.726  0.0904
H: -1.837 -8.738 -0.114  0.1087
H: -1.583 -6.812 1.329  0.1198
H: -3.664 5.589 0.571  0.1120
C: 1.182 0.151 2.982  -0.1940
C: -0.240 -7.439 -0.237  -0.2958
H: -3.742 3.226 2.765  0.1025
H: -0.689 5.261 0.507  0.0627
H: -4.550 -0.102 -0.524  0.1084
H: -2.892 4.542 -0.622  0.0708
H: 0.793 0.208 -2.867  0.0931
O: -0.930 1.233 2.933  0.2177
C: -3.301 1.619 -2.376  -0.0077
H: -0.350 4.691 2.151  0.1046
C: -2.455 -0.731 -2.116  -0.0179
C: 3.495 -0.865 3.967  0.0678
O: -1.403 1.057 -1.003  -0.0807
H: -2.645 1.761 -3.237  0.0948
C: 0.141 -5.562 1.230  -0.0552
O: 0.330 3.084 -0.647  -0.0640
C: 1.361 -5.327 0.587  -0.3251
H: 2.128 5.319 -2.349  0.1054
H: 4.443 -1.217 4.350  0.1422
C: 1.085 2.836 -2.918  -0.0189
H: 1.404 3.357 -3.821  0.1075
C: -3.330 4.568 0.379  -0.0068
O: 3.867 -0.838 0.363  0.1322
H: 2.731 -5.955 -0.960  0.1177
H: -0.689 -9.134 -1.321  0.1095
H: -1.422 3.935 -2.500  0.0768
C: -0.648 -6.608 0.820  -0.0136
N: 2.073 -0.401 2.152  0.0451
H: -1.549 1.783 2.326  0.1425
H: 5.300 -2.323 2.554  0.1389
C: 1.874 -2.434 -1.219  -0.4279
C: -0.579 4.609 -2.321  -0.0104
H: 1.997 -1.041 -4.692  0.1200
H: -0.158 -4.947 2.069  0.1074
C: -2.322 4.165 1.431  -0.5563
H: 0.257 2.173 -3.187  0.0756
H: -1.444 6.053 1.894  0.1123
H: -3.144 -0.236 0.540  0.0629
V: 1.019 -1.000 0.559  0.6298
C: -2.738 0.580 -1.426  -0.5888
O: 3.684 -4.216 0.708  -0.2468
H: 1.926 2.240 -2.554  0.0946
H: -3.443 2.578 -1.868  0.0753
Si: -0.812 2.167 -0.054  0.2090
C: 1.336 0.146 4.340  0.0773
N: 1.226 -1.249 -1.455  0.0357
S: 2.314 -3.996 1.050  0.6304
O: 0.296 1.209 1.031  -0.0184
C: 1.298 -0.736 -2.696  -0.0689
C: 1.944 -1.425 -3.685  -0.0079
H: -1.841 -0.574 -3.006  0.0901
N: 1.764 -2.685 0.133  -0.2128
C: -2.980 4.008 2.787  -0.0134
C: -3.629 0.394 -0.214  -0.0129
C: 1.778 4.769 -1.475  -0.0086

***

3.
Below is a structure of composition C29H42AlF3O17S, with properties calculated with ωB97M-V/def2-TZVPD.

Results
net charge = +2
highest occupied orbital energy = -0.48458 hartree
gap between HOMO and LUMO = 1.150 eV
energy above the lowest of the compared OMol25 structures with the same formula, charge and spin = 81.0 kcal per mole
calculated total energy = -3348.6358 Eh
LUMO energy = -12.04 eV

Last column: Löwdin charge in e.
CARTESIAN COORDINATES (ANGSTROEM)
C: 11.026 -23.053 21.814  -0.1990
H: 3.398 -19.057 16.884  0.1242
H: 1.854 -33.882 14.893  0.1167
C: 3.919 -25.213 17.841  -0.6238
C: -3.677 -29.991 19.984  -0.1551
C: 4.342 -34.533 21.290  -0.0498
C: 3.642 -18.962 14.752  -0.4435
H: -2.907 -28.398 21.202  0.1399
H: 2.175 -18.053 16.140  0.1286
H: 6.027 -16.857 14.895  0.1365
C: 11.656 -25.005 20.927  -0.3701
F: 4.524 -24.046 17.629  0.1418
H: -2.760 -29.945 19.396  0.1231
H: 5.054 -34.152 20.559  0.1269
H: 0.470 -19.333 23.999  0.1281
O: 11.963 -24.059 21.855  0.0720
H: 1.929 -31.463 15.720  0.1269
C: 3.229 -18.326 16.094  -0.0496
O: 2.924 -19.627 14.042  0.1322
C: 5.442 -17.666 15.331  -0.1453
F: 4.493 -26.142 17.069  0.1461
H: 1.020 -19.024 21.816  0.1128
O: -5.559 -28.655 20.053  0.0864
O: -5.623 -27.997 22.166  0.1335
H: -4.130 -28.438 18.535  0.1289
H: -5.379 -23.298 17.529  0.1373
H: 11.429 -22.165 21.326  0.1343
H: 4.283 -33.608 13.216  0.1262
S: 2.018 -25.066 17.542  0.5805
H: 3.477 -33.728 15.486  0.1148
C: 3.413 -19.329 23.837  -0.4389
C: 3.213 -33.428 13.323  -0.1254
O: 12.358 -26.044 20.816  0.1448
C: 2.446 -31.254 13.601  -0.4670
C: 10.424 -24.647 20.149  -0.0614
H: 2.748 -34.296 12.854  0.1280
C: 9.825 -23.606 21.074  -0.1496
H: -3.306 -29.815 22.089  0.1389
O: 1.411 -26.338 17.968  -0.1650
O: 2.983 -36.532 20.623  0.1274
O: 1.648 -23.983 18.463  -0.1617
H: 2.835 -20.268 21.895  0.1286
H: 3.829 -16.279 15.626  0.1282
C: 3.636 -33.357 21.978  -0.1362
C: 2.684 -31.775 14.998  -0.0736
O: 2.899 -32.160 12.734  0.0481
H: -3.689 -22.401 19.732  0.1194
C: -5.019 -28.597 21.227  -0.4251
C: 1.237 -18.566 23.885  -0.1453
F: 4.174 -25.496 19.133  0.1293
O: -3.501 -21.903 15.737  0.0968
H: -3.668 -23.526 17.874  0.1278
H: -5.457 -22.347 19.672  0.1223
C: 2.238 -33.198 21.315  -0.1441
H: 9.157 -24.032 21.823  0.1232
H: 10.662 -22.719 22.786  0.1361
C: 1.761 -18.530 22.445  -0.1700
C: -4.545 -22.102 19.128  -0.1621
C: -4.643 -29.197 19.125  -0.1514
H: 4.904 -35.196 21.946  0.1302
C: -4.606 -20.610 18.781  -0.1387
H: 4.517 -16.974 17.126  0.1193
C: 4.242 -17.175 16.090  -0.1605
H: 0.905 -17.594 24.250  0.1343
H: 4.207 -32.434 21.872  0.1140
C: -3.640 -29.203 21.251  -0.0619
O: 4.838 -18.488 14.323  0.0349
O: 1.877 -24.742 16.137  -0.1854
H: 9.751 -25.442 19.828  0.1345
H: -4.026 -31.018 20.095  0.1312
C: -3.989 -21.715 16.860  -0.4219
H: 9.279 -22.811 20.568  0.1228
H: -5.632 -20.243 18.828  0.1300
O: 2.036 -34.484 20.776  0.0252
O: -4.037 -20.518 17.481  0.0456
H: 1.838 -17.499 22.102  0.1204
H: 10.772 -24.227 19.205  0.1396
C: 3.102 -35.296 20.812  -0.3938
O: 1.944 -30.177 13.348  0.1262
H: 3.793 -18.794 21.741  0.1295
H: 2.217 -32.484 20.492  0.1191
H: -5.197 -29.751 18.366  0.1370
H: -4.039 -20.014 19.496  0.1279
H: 6.099 -18.297 15.931  0.1297
H: 3.425 -33.566 23.027  0.1201
Al: -0.069 -24.132 10.663  0.9991
H: 1.425 -32.927 21.988  0.1279
H: 3.664 -31.443 15.342  0.1338
C: -4.462 -22.782 17.813  -0.0944
O: 4.461 -19.670 24.253  0.1999
O: 2.384 -18.899 24.631  0.0415
C: 2.759 -33.282 14.799  -0.1426
C: 3.043 -19.300 22.349  -0.0580